1.
Computed, not measured: an isolated molecule of C2H3NO3 in a non-equilibrium geometry, with the ωB97M-V functional and the def2-TZVPD basis.

structure (SMILES)	O=CC(=O)NO
LUMO energy	-0.98	eV
relative energy (zero: lowest compared OMol25 entry of this formula, charge and spin)	4.875	eV
HOMO level	-9.83	eV
HOMO-LUMO gap	8.8	eV

Positions of all 9 atoms, in Å:
C  0.030  0.024  -0.089
C  1.442  -0.599  -0.198
H  -1.710  0.966  -0.297
H  -1.250  -1.566  0.461
H  1.534  -1.754  -0.170
N  -1.006  -0.764  -0.002
O  -2.154  -0.008  0.077
O  -0.253  1.169  -0.034
O  2.361  0.233  0.174

---

2.
Computed, not measured: a structure of composition C2H7IP2 in a non-equilibrium geometry, with the ωB97M-V functional and the def2-TZVPD basis.

LUMO energy	-0.34	eV
relative energy (zero: lowest compared OMol25 entry of this formula, charge and spin)	1.388	eV
HOMO level	-8.49	eV
HOMO-LUMO gap	8.2	eV

Positions of all 12 atoms, in Å:
C  -1.143  -1.469  0.744
C  1.366  1.877  -0.320
P  0.706  -1.147  -0.814
P  1.589  0.199  0.581
I  4.026  -0.146  0.066
H  -0.814  -1.888  1.837
H  -1.685  -2.310  0.185
H  -1.635  -0.488  0.609
H  0.473  2.336  0.095
H  1.301  1.810  -1.454
H  2.228  2.598  0.041
H  1.440  -2.297  -0.221

---

3.
Computed, not measured: the ion C3H3N2O2S with charge -1 in a non-equilibrium geometry, with the ωB97M-V functional and the def2-TZVPD basis.

net charge	-1
LUMO energy (alpha / beta)	1.53 / 1.53	eV
relative energy (zero: lowest compared OMol25 entry of this formula, charge and spin)	3.432	eV
HOMO level (alpha / beta)	-4.15 / -4.15	eV
HOMO-LUMO gap (alpha / beta)	5.7 / 5.7	eV

Positions of all 11 atoms, in Å:
C  0.815  0.611  0.240
C  -1.500  0.664  -0.271
C  1.633  -0.174  -0.611
N  -0.319  1.144  -0.341
N  -1.485  -0.561  0.597
O  1.151  0.933  1.391
O  -2.589  1.074  -0.589
S  -0.987  -2.037  -0.062
H  1.455  -0.640  -1.589
H  2.579  -0.546  -0.098
H  -0.753  -0.469  1.332

---

4.
Computed, not measured: an isolated molecule of C4H13N2 in a non-equilibrium geometry, with the ωB97M-V functional and the def2-TZVPD basis.

LUMO energy (alpha / beta)	0.87 / 0.59	eV
⟨S²⟩	0.751
relative energy (zero: lowest compared OMol25 entry of this formula, charge and spin)	1.725	eV
HOMO level (alpha / beta)	-2.77 / -10.35	eV
HOMO-LUMO gap (alpha / beta)	3.6 / 10.9	eV
spin multiplicity	2

Positions of all 19 atoms, in Å:
N  1.435  -1.283  1.306
C  1.497  0.162  1.035
C  0.936  0.474  -0.345
N  -0.228  -0.443  -0.668
C  -1.570  0.004  -0.287
C  -2.019  1.238  -1.041
H  1.038  -1.477  2.217
H  2.346  -1.724  1.275
H  0.050  -1.297  -0.139
H  0.990  0.708  1.825
H  2.538  0.479  1.011
H  1.631  0.260  -1.154
H  0.594  1.501  -0.383
H  -0.219  -0.655  -1.729
H  -1.611  0.118  0.794
H  -2.266  -0.810  -0.521
H  -2.174  0.982  -2.096
H  -2.946  1.641  -0.647
H  -1.283  2.037  -1.016

---

5.
Computed, not measured: an isolated molecule of C3H4N4 in a non-equilibrium geometry, with the ωB97M-V functional and the def2-TZVPD basis.

structure (SMILES)	Nc1cncnn1
LUMO energy	0.52	eV
relative energy (zero: lowest compared OMol25 entry of this formula, charge and spin)	2.714	eV
HOMO level	-8.81	eV
HOMO-LUMO gap	9.3	eV

Positions of all 11 atoms, in Å:
N  1.791  0.061  -0.801
C  0.633  -0.172  -0.157
C  0.126  0.500  0.986
N  -1.156  0.777  1.009
C  -1.897  0.089  0.130
N  -1.446  -1.051  -0.371
N  -0.137  -1.185  -0.531
H  2.311  0.916  -0.711
H  2.067  -0.629  -1.483
H  0.659  0.379  1.938
H  -2.950  0.314  -0.008

---

6.
Computed, not measured: a structure of composition C18H15B2BrF8MnN3O6 in a non-equilibrium geometry, with the ωB97M-V functional and the def2-TZVPD basis.

net charge	-1
LUMO energy (alpha / beta)	-3.90 / -3.48	eV
⟨S²⟩	8.757
relative energy (zero: lowest compared OMol25 entry of this formula, charge and spin)	10.593	eV
HOMO level (alpha / beta)	-7.56 / -7.45	eV
HOMO-LUMO gap (alpha / beta)	3.7 / 4.0	eV
spin multiplicity	6

Positions of all 54 atoms, in Å:
Mn  1.600  -2.438  -1.337
Br  2.808  -0.901  -5.360
B  4.492  -4.845  0.282
F  5.467  -5.846  0.550
F  5.051  -3.945  -0.616
F  3.406  -5.356  -0.389
F  4.021  -4.246  1.389
B  -2.700  -5.570  -3.959
F  -1.707  -4.779  -3.320
F  -3.194  -6.458  -3.106
F  -3.767  -4.821  -4.334
F  -2.254  -6.206  -5.095
C  -3.065  6.798  -0.361
C  -2.445  5.659  0.225
C  -2.482  4.468  -0.436
C  -2.884  4.397  -1.775
C  -3.444  5.537  -2.406
C  -3.512  6.763  -1.672
N  -2.882  3.090  -2.454
O  -2.164  2.168  -1.937
O  -3.579  2.935  -3.450
H  -3.210  7.741  0.144
H  -2.076  5.678  1.239
H  -2.221  3.622  0.183
H  -3.851  5.474  -3.404
H  -3.869  7.705  -2.062
C  -4.965  -7.998  3.423
C  -3.572  -7.945  3.186
C  -2.819  -6.724  3.194
C  -3.539  -5.527  3.440
C  -4.933  -5.613  3.672
C  -5.628  -6.825  3.637
N  -2.904  -4.229  3.249
O  -2.149  -4.150  2.277
O  -3.377  -3.259  3.740
H  -5.589  -8.879  3.413
H  -3.080  -8.891  3.012
H  -1.746  -6.748  3.076
H  -5.465  -4.673  3.688
H  -6.702  -6.837  3.755
C  7.378  6.194  -1.139
C  6.405  6.736  -0.300
C  5.405  5.980  0.333
C  5.525  4.579  0.237
C  6.565  4.027  -0.565
C  7.477  4.828  -1.220
N  4.422  3.794  0.814
O  3.689  4.370  1.667
O  4.180  2.690  0.246
H  8.026  6.889  -1.654
H  6.365  7.796  -0.096
H  4.617  6.408  0.935
H  6.589  2.964  -0.753
H  8.282  4.411  -1.806

---

7.
Computed, not measured: an isolated molecule of C3H3ClFNO in a non-equilibrium geometry, with the ωB97M-V functional and the def2-TZVPD basis.

structure (SMILES)	O/N=C/C=C(/F)Cl
LUMO energy	-0.28	eV
relative energy (zero: lowest compared OMol25 entry of this formula, charge and spin)	4.584	eV
HOMO level	-9.42	eV
HOMO-LUMO gap	9.1	eV

Positions of all 10 atoms, in Å:
C  0.658  0.110  0.305
C  0.324  0.065  -1.118
C  -0.925  0.137  -1.455
H  -0.123  -0.157  3.271
H  1.810  -0.276  0.367
H  1.262  0.078  -1.807
N  -0.246  0.459  1.236
O  0.549  -0.325  2.459
F  -1.054  -0.019  -2.848
Cl  -2.255  -0.073  -0.411

---

8.
Computed, not measured: a structure of composition C17H19NO3SYb in a non-equilibrium geometry, with the ωB97M-V functional and the def2-TZVPD basis.

net charge	+1
LUMO energy (alpha / beta)	-4.12 / -4.13	eV
⟨S²⟩	0.751
HOMO level (alpha / beta)	-11.77 / -11.81	eV
HOMO-LUMO gap (alpha / beta)	7.6 / 7.7	eV
spin multiplicity	2

Positions of all 42 atoms, in Å:
Yb  -0.373  0.459  0.686
C  1.947  1.333  0.663
C  1.783  0.613  1.862
C  0.811  1.275  2.642
C  0.381  2.412  1.933
C  1.074  2.454  0.703
C  1.004  3.542  -0.325
C  -0.635  3.394  2.439
C  0.376  0.887  4.024
C  2.552  -0.597  2.306
C  2.976  1.079  -0.399
H  1.770  4.298  -0.132
H  0.042  4.055  -0.330
H  1.173  3.173  -1.337
H  -0.306  3.825  3.387
H  -1.615  2.952  2.639
H  -0.792  4.217  1.744
H  0.936  1.451  4.773
H  0.548  -0.171  4.220
H  -0.682  1.080  4.206
H  3.212  -0.343  3.138
H  3.176  -1.004  1.514
H  1.915  -1.412  2.660
H  3.850  1.710  -0.225
H  2.621  1.303  -1.406
H  3.322  0.045  -0.406
O  -1.678  -0.785  2.075
C  -2.417  -0.892  1.071
N  -1.821  -0.992  -0.175
S  -2.622  0.079  -1.115
O  -1.911  1.346  -0.700
O  -2.674  -0.205  -2.499
C  -4.128  -0.007  -0.252
C  -5.365  0.452  -0.637
C  -6.385  0.288  0.302
C  -6.146  -0.276  1.550
C  -4.872  -0.708  1.926
C  -3.871  -0.580  0.992
H  -5.545  0.904  -1.603
H  -7.389  0.608  0.053
H  -6.970  -0.384  2.241
H  -4.684  -1.141  2.899

---

9.
Computed, not measured: an isolated molecule of C6H12N2O4 in a non-equilibrium geometry, with the ωB97M-V functional and the def2-TZVPD basis.

structure (SMILES)	C[C@H](NC(=O)[C@@H](N)CO)C(=O)O
LUMO energy	0.45	eV
relative energy (zero: lowest compared OMol25 entry of this formula, charge and spin)	2.475	eV
HOMO level	-9.60	eV
HOMO-LUMO gap	10.0	eV

Positions of all 24 atoms, in Å:
C  1.768  -0.725  0.175
C  0.454  -0.321  0.937
C  2.555  0.466  0.369
C  -1.871  0.477  0.276
C  -2.915  -0.585  0.196
C  -2.260  1.756  -0.521
H  1.261  -2.058  -1.321
H  2.533  -0.951  -1.680
H  2.260  -1.344  0.919
H  2.237  1.191  -0.376
H  2.506  0.779  1.441
H  4.386  0.791  -0.601
H  -0.080  -0.052  -0.853
H  -1.677  0.667  1.420
H  -1.337  2.489  -0.512
H  -3.080  2.271  0.109
H  -2.623  1.344  -1.531
H  -3.105  -2.435  0.111
N  1.678  -1.138  -1.217
N  -0.587  -0.092  0.090
O  0.367  -0.300  2.192
O  3.929  -0.019  0.100
O  -4.087  -0.375  0.157
O  -2.313  -1.836  0.119

---

What is the formula in the sixth record?
C18H15B2BrF8MnN3O6